Record 1
This record from OMol25 describes C24H34NO6P in the gas phase at a distorted geometry. The level of theory is ωB97M-V/def2-TZVPD.

Output
DFT total energy ... -1782.50087 Eh
SMILES ... COc1cc([C@H](O)[P@](=O)(OC2CCCCC2)c2ccc(N(C)C)cc2)cc(OC)c1OC
E_HOMO ... -7.8 eV
Net charge ... 0
ΔE to the lowest compared entry with this formula, charge and spin ... 2.8 kcal/mol

Geometry as XYZ:
```
66
Properties=species:S:1:pos:R:3:nbo_charge:R:1
C -3.7583 -1.3166 3.2606 -0.253
O -4.3232 -1.1846 1.9780 -0.516
C -3.5129 -1.3567 0.8923 0.352
C -2.1907 -1.7583 0.9811 -0.347
C -1.4126 -1.8602 -0.1661 -0.018
C 0.0521 -2.1577 -0.0515 -0.245
O 0.4048 -3.1921 0.8242 -0.699
P 0.8201 -0.6074 0.6605 2.162
O 0.4943 -0.4808 2.0907 -1.119
O 0.1943 0.5539 -0.2611 -0.823
C -0.3265 1.7322 0.3477 0.099
C 0.6746 2.8728 0.1954 -0.421
C 0.1022 4.1627 0.7750 -0.397
C -1.2206 4.5117 0.0992 -0.396
C -2.2176 3.3680 0.2613 -0.399
C -1.6530 2.0755 -0.3206 -0.411
C 2.5842 -0.6413 0.2835 -0.531
C 3.5088 -0.7997 1.3050 -0.146
C 4.8578 -0.8450 1.0317 -0.252
C 5.3331 -0.7332 -0.2861 0.199
N 6.6721 -0.7608 -0.5636 -0.408
C 7.6296 -0.9885 0.4904 -0.401
C 7.1330 -0.7632 -1.9303 -0.401
C 4.3804 -0.5750 -1.3091 -0.315
C 3.0345 -0.5340 -1.0259 -0.084
C -1.9703 -1.5641 -1.3916 -0.257
C -3.3085 -1.1794 -1.5106 0.288
O -3.6848 -0.9199 -2.7915 -0.495
C -5.0001 -0.5235 -3.1103 -0.237
C -4.0972 -1.0771 -0.3601 0.132
O -5.4134 -0.6487 -0.4308 -0.525
C -6.3850 -1.5831 -0.0052 -0.250
H -2.9019 -0.6491 3.3925 0.188
H -3.4512 -2.3485 3.4604 0.176
H -4.5477 -1.0359 3.9568 0.198
H -1.7510 -1.9752 1.9395 0.227
H 0.4766 -2.4060 -1.0260 0.212
H 0.2732 -2.8630 1.7246 0.480
H -0.4889 1.5304 1.4149 0.202
H 0.8957 3.0026 -0.8664 0.200
H 1.6030 2.5978 0.7027 0.214
H 0.8185 4.9754 0.6401 0.209
H -0.0614 4.0329 1.8470 0.196
H -1.6295 5.4260 0.5340 0.206
H -1.0474 4.6933 -0.9637 0.193
H -3.1558 3.6136 -0.2389 0.211
H -2.4312 3.2211 1.3221 0.195
H -2.3522 1.2497 -0.1778 0.221
H -1.4817 2.1874 -1.3931 0.199
H 3.1521 -0.8829 2.3208 0.231
H 5.5446 -0.9722 1.8519 0.209
H 7.5508 -0.2141 1.2579 0.199
H 7.4872 -1.9662 0.9637 0.192
H 8.6361 -0.9518 0.0806 0.208
H 6.8415 0.1587 -2.4414 0.197
H 8.2182 -0.8271 -1.9474 0.208
H 6.7318 -1.6152 -2.4893 0.193
H 4.6935 -0.4840 -2.3360 0.215
H 2.3133 -0.4073 -1.8203 0.210
H -1.3861 -1.6180 -2.2960 0.222
H -4.9818 -0.3243 -4.1822 0.186
H -5.7233 -1.3174 -2.9060 0.172
H -5.2930 0.3792 -2.5716 0.190
H -6.3133 -2.5151 -0.5787 0.167
H -7.3484 -1.1124 -0.1954 0.190
H -6.2914 -1.8083 1.0587 0.195
```

---

Record 2
This record from OMol25 describes a molecular structure, C24H34NP2SV. The level of theory is ωB97M-V/def2-TZVPD.

Output
Spin multiplicity ... 4
DFT total energy ... -3014.47151 Eh
E_HOMO (alpha / beta) ... -1.9 / -1.8 eV
Net charge ... -1
ΔE to the lowest compared entry with this formula, charge and spin ... 54.9 kcal/mol

Geometry as XYZ:
```
63
Properties=species:S:1:pos:R:3:nbo_charge:R:1
V -0.1172 0.1604 -0.5565 1.026
S 0.7812 3.9958 -2.2629 0.384
C 2.1619 3.8469 -1.2320 -0.244
C 3.0682 4.8250 -0.8317 -0.214
C 4.1121 4.4485 -0.0090 -0.225
C 4.2612 3.1212 0.4054 -0.201
C 3.3647 2.1485 0.0108 -0.228
C 2.2989 2.5209 -0.8073 0.187
N 1.3263 1.6540 -1.2935 -0.560
C 0.4788 2.2869 -2.0820 0.087
C -0.5899 1.6038 -2.8172 -0.126
C -1.3385 2.3079 -3.7708 -0.200
C -2.2401 1.6216 -4.5527 -0.249
C -2.3827 0.2389 -4.3742 -0.206
C -1.6693 -0.4230 -3.3903 -0.228
C -0.7625 0.2350 -2.5431 -0.394
H 2.9574 5.8513 -1.1563 0.214
H 4.8279 5.1930 0.3166 0.208
H 5.0915 2.8480 1.0438 0.211
H 3.4783 1.1192 0.3185 0.240
H -1.2095 3.3765 -3.9144 0.197
H -2.8264 2.1420 -5.2997 0.201
H -3.0790 -0.3072 -5.0018 0.199
H -1.8429 -1.4847 -3.2445 0.203
C -0.5153 -3.0618 2.9055 -0.961
P -0.8971 -1.5863 1.8364 0.984
C -0.3065 -0.0971 2.7664 -0.942
C -2.8900 -1.2360 2.9761 -0.835
C -3.3826 -0.2142 2.0162 -0.680
P -2.4647 -0.2316 0.3129 0.739
C -3.6550 0.9777 -0.4846 -0.979
C -3.0717 -1.7521 -0.5247 -0.933
H 0.2152 -2.8204 3.6851 0.196
H -0.1087 -3.8726 2.3009 0.211
H -1.4344 -3.3914 3.3873 0.225
H 0.1505 -0.3880 3.7154 0.215
H -1.1458 0.5587 2.9876 0.226
H 0.4432 0.4644 2.2002 0.195
H -2.8472 -0.8826 4.0114 0.182
H -3.4693 -2.1652 2.9349 0.171
H -3.2886 0.8123 2.3879 0.200
H -4.4233 -0.3225 1.6807 0.187
H -4.7023 0.6933 -0.3325 0.199
H -3.4582 1.0590 -1.5569 0.220
H -3.5017 1.9631 -0.0334 0.210
H -3.6443 -1.4981 -1.4193 0.211
H -3.7151 -2.3053 0.1644 0.222
H -2.2322 -2.3916 -0.7967 0.231
C 2.6500 -1.1442 1.7911 -0.600
C 1.9831 -1.9818 0.6990 -0.063
C 2.2347 -3.4584 1.0499 -0.608
C 2.7085 -1.7334 -0.6327 -0.596
C 0.4893 -1.6326 0.5304 -1.060
H 3.7310 -1.3287 1.8221 0.186
H 2.2407 -1.3945 2.7732 0.207
H 2.4916 -0.0746 1.6488 0.192
H 3.3046 -3.6951 0.9933 0.181
H 1.7060 -4.1141 0.3521 0.200
H 1.8983 -3.7001 2.0561 0.205
H 3.7815 -1.9506 -0.5599 0.183
H 2.5919 -0.7017 -0.9730 0.200
H 2.2852 -2.3706 -1.4139 0.205
H 0.0986 -2.3617 -0.2130 0.191
```